Below is 2 unconnected molecules or ions with the total composition C9H6N6, with properties calculated with ωB97M-V/def2-TZVPD.

Last column: Mulliken charge in e.
Atoms and positions in Å:
C: -2.57 0.69 -0.78  0.37
C: -0.97 2.07 0.43  0.39
C: 1.88 1.14 0.21  -0.12
C: 2.09 -1.19 0.41  -0.19
C: 0.69 -0.33 -1.83  0.21
C: -0.79 -1.62 -0.15  -1.41
C: -1.38 1.40 -0.74  -0.22
C: 1.11 -0.05 0.52  1.27
C: 0.16 -0.44 -0.56  0.07
N: -3.40 -0.12 -0.77  -0.48
N: -0.68 2.67 1.36  -0.41
N: 2.33 2.19 0.16  -0.45
N: 2.78 -2.08 0.35  -0.47
N: 1.05 -0.27 -2.93  -0.49
N: 0.64 -0.16 1.85  -0.42
H: -1.64 -1.19 0.35  0.49
H: -0.14 -2.26 0.38  0.45
H: -1.08 -2.14 -1.04  0.40
H: -0.84 1.59 -1.62  0.48
H: 1.08 0.43 2.62  0.29
H: -0.33 -0.34 1.80  0.24

Computed properties:
Charge: 0
ΔE to the lowest compared entry with this formula, charge and spin: 61.3 kJ/mol
DFT total energy: -674.8949 hartree
Spin multiplicity: 1
HOMO level (spin up / spin down): -10.4 / -10.3 eV
Orbital gap (spin up / spin down): 7.639 / 7.268 eV